Model A:
C8H10NO2S | ωB97M-V with the def2-TZVPD basis set

```
22
Properties=species:S:1:pos:R:3:mulliken_charge:R:1
S -1.65615 0.06600 0.76710 0.880
O -2.35710 0.22766 -0.49077 -0.571
O -0.53771 2.56733 1.37344 -0.278
N 2.91619 -0.33786 -2.11985 -0.493
C 1.80662 0.00532 -2.62975 -0.262
C 2.33322 0.63274 -0.11990 -0.180
C 1.10840 0.91207 -0.61934 0.149
C -0.34353 1.62185 0.72343 0.335
C -3.01596 -0.20470 2.01204 -1.043
C -0.85258 -1.52678 0.77766 -0.842
C 0.73467 0.76748 -1.91968 -0.432
C 3.24502 -0.01390 -0.90602 -0.250
H -3.24744 0.87053 2.22838 0.378
H -0.85035 -1.90735 1.84880 0.397
H -3.69321 -0.74922 1.42867 0.390
H 2.66316 0.86068 0.84579 0.464
H 4.19649 -0.17757 -0.41428 0.360
H -0.16230 0.86185 -2.36691 0.526
H 1.75868 -0.20769 -3.66337 0.452
H -1.56539 -2.12780 0.10861 0.353
H -2.58344 -0.76169 2.81596 0.408
H 0.10271 -1.37891 0.32000 0.259
```

net charge: +1



Model B:
C8H10NO2S | ωB97M-V with the def2-TZVPD basis set

```
22
Properties=species:S:1:pos:R:3:mulliken_charge:R:1
S 2.12491 0.75205 -0.43394 0.560
O 1.51343 -0.34795 0.41928 -0.648
O -3.36990 1.91784 0.11821 -0.153
N -3.20148 -1.51987 1.41202 -0.373
C 3.40291 0.15548 -1.61466 -1.112
C -1.94847 -1.27893 1.42858 -0.115
C -2.01094 -0.66489 -0.75358 0.493
C -3.91580 -1.43509 0.33851 -0.088
C -1.21551 -0.78672 0.27604 -0.443
C -3.35423 -0.84904 -0.80708 -0.588
C 3.28094 1.68779 0.66067 -0.898
C -2.43568 1.75643 0.75597 0.208
H 3.17456 2.66189 0.37373 0.372
H 3.04601 -0.69393 -2.20786 0.352
H -4.91154 -1.84646 0.48060 0.456
H 4.18419 -0.40329 -1.00385 0.332
H -1.20776 -1.41164 2.26639 0.398
H 3.72673 0.77249 -2.31459 0.469
H 2.92814 1.58973 1.67305 0.335
H 4.33647 1.36020 0.46113 0.299
H -0.17254 -0.65017 0.13745 0.673
H -3.97445 -0.76595 -1.66606 0.472
```

net charge: +1



Structures ranked by computed energy, the most stable listed first: model A, model B.



Model A:
C6H8 | ωB97M-V with the def2-TZVPD basis set

```
14
Properties=species:S:1:pos:R:3:mulliken_charge:R:1
C -2.05736 -1.00750 -0.19582 -0.531
C 0.53741 -0.58093 0.18783 -0.687
C -1.69863 0.39057 0.17308 -0.633
C -0.82445 -0.76021 0.63912 -0.077
C 2.72639 0.80966 -0.37538 -1.104
C 1.59580 -0.04258 -0.02820 0.820
H 2.43512 1.40383 -1.24789 0.263
H 2.95479 1.50765 0.43913 0.285
H -1.23957 0.95857 -0.63278 0.253
H 3.62779 0.24317 -0.61687 0.288
H -2.28780 0.98500 0.86105 0.260
H -2.87531 -1.43228 0.37838 0.258
H -2.00306 -1.32025 -1.23253 0.255
H -0.89111 -1.15471 1.65087 0.351
```

SMILES: CC#CC1CC1



Model B:
C6H8 | ωB97M-V with the def2-TZVPD basis set

```
14
Properties=species:S:1:pos:R:3:mulliken_charge:R:1
C 0.34911 -0.30358 -0.19408 0.375
C -0.80679 0.94621 1.03349 -0.389
C -0.76894 0.45702 -0.41933 0.183
C -1.44675 0.59598 -1.65551 -0.776
C 1.05928 -1.30968 -1.00666 -1.117
C 0.54318 0.19217 1.21504 -0.408
H 2.13038 -1.09373 -1.06250 0.297
H -1.61722 0.48658 1.60513 0.198
H -0.79025 2.02174 1.22078 0.286
H 0.62887 -1.35613 -2.00843 0.339
H 0.95671 -2.28979 -0.52458 0.295
H 0.61634 -0.56189 2.00625 0.283
H 1.40202 0.86652 1.31383 0.211
H -2.25593 1.34858 -1.52343 0.222
```



Structures ranked by computed energy, the most stable listed first: model A, model B.



Model A:
C3H5BrO2S | ωB97M-V with the def2-TZVPD basis set

```
12
Properties=species:S:1:pos:R:3:mulliken_charge:R:1
Br -0.47338 3.16073 1.08438 -0.002
S -0.03536 -0.28591 0.75312 0.639
O 0.88581 -0.63704 1.85447 -0.572
O 0.65542 -0.55305 -0.69498 -0.433
C -1.09447 -1.79768 0.59171 -0.808
C 0.35463 2.85471 -0.45543 -0.467
C 0.94771 2.55919 -1.47232 0.139
H 1.35239 -1.20315 -0.64454 0.324
H -1.56625 -2.05644 1.53278 0.311
H -1.80993 -1.64652 -0.26702 0.296
H 1.10440 2.17284 -2.50363 0.329
H -0.32097 -2.56769 0.22146 0.243
```



Model B:
C3H5BrO2S | ωB97M-V with the def2-TZVPD basis set

```
12
Properties=species:S:1:pos:R:3:mulliken_charge:R:1
Br -0.30424 -2.18966 -0.96175 0.021
S -1.13311 0.72585 -0.35117 1.056
O -1.32980 1.59945 0.77953 -0.633
O -2.26984 0.26983 -1.12755 -0.620
C -0.30791 -0.82164 0.25034 0.100
C 0.80178 -0.62208 1.24549 -1.158
C 0.20669 1.00025 -1.32526 -0.722
H 1.03964 1.53432 -0.90756 0.394
H 0.21912 0.22950 -2.12046 0.407
H 0.75620 -1.46301 2.01145 0.321
H 1.71371 -0.53636 0.83982 0.403
H 0.60775 0.27354 1.66712 0.431
```



Structures ranked by computed energy, the most stable listed first: model A, model B.



Model A:
C32H22N13O2S2W | ωB97M-V with the def2-TZVPD basis set

```
72
Properties=species:S:1:pos:R:3:mulliken_charge:R:1
W -0.20890 0.57401 0.61414 1.254
S 2.02428 0.10831 1.92559 -0.368
S -0.79013 -0.98938 2.57115 -0.600
O -1.85638 1.36628 1.39307 0.028
O 0.61943 -1.02168 -0.26047 -0.076
N 3.73372 -0.12030 -4.23768 -0.565
N 1.12225 -6.82533 3.34473 -0.591
N -0.86789 1.90333 -1.03173 0.841
N 0.67986 6.55157 2.17891 -0.399
N 4.85991 -5.34498 2.56920 -0.592
N 0.03993 4.91557 0.70053 -0.734
N 1.55124 1.36194 -0.57461 -0.507
N -1.36370 -1.80724 -0.96406 -1.093
N 0.22338 2.66482 1.37158 0.085
N 0.55201 4.40016 2.96319 -0.826
N 0.26155 2.22910 3.63735 -0.139
N -1.78877 -0.66327 -0.27238 0.764
N 1.52522 3.76410 -4.18617 -0.599
C 0.43933 5.23846 1.95234 0.179
C -1.53385 2.37458 -3.26314 -0.786
C -3.92981 -1.52495 -1.03255 -1.588
C -0.05788 3.62369 0.49510 -0.071
C 2.92780 -2.45096 2.28220 -0.934
C 2.33464 1.63777 -2.98051 -0.111
C 2.74219 -4.15671 -1.91487 -1.085
C 1.83487 -1.59434 2.26822 0.459
C -1.31885 1.49151 -2.21344 -0.391
C 2.03870 -3.10117 -1.35147 -0.226
C 1.89443 2.81358 -3.64232 0.144
C 1.94658 1.45231 -1.66182 0.477
C -0.60540 3.20490 -0.85177 1.125
C 2.07201 -5.12820 -2.64368 -0.402
C 1.30205 -5.71365 3.11250 -0.176
C -3.13287 1.42775 1.17231 0.830
C 3.93439 -4.66248 2.56395 -0.161
C -0.00995 -3.98911 -2.25184 -0.434
C -1.26795 3.71330 -3.07787 -0.761
C -3.77132 0.53221 0.37839 -1.312
C -0.79787 4.14086 -1.84089 -0.612
C -0.07512 -1.89426 -0.88517 0.012
C -3.09155 -0.52821 -0.28409 1.279
C 0.66224 -3.01619 -1.51924 0.553
C 1.50080 -4.31366 2.83016 0.629
C 0.69490 -5.04178 -2.81269 -0.688
C 2.77570 -3.80503 2.56471 0.730
C 0.40292 -3.45895 2.81351 -0.890
C -3.82718 2.57457 1.85073 -1.792
C 0.55189 -2.10292 2.54428 0.593
C 0.36714 3.10247 2.65745 0.388
C 3.10977 0.66438 -3.66773 0.119
H -3.76023 3.47871 1.23885 0.266
H -1.48128 0.42731 -2.31364 0.354
H 0.50719 2.54018 4.56108 0.303
H -4.84398 0.59936 0.26561 0.324
H -3.34610 2.77927 2.80684 0.275
H 0.22757 1.23137 3.42161 -0.055
H -1.39405 4.41833 -3.88774 0.379
H -3.65716 -1.55431 -2.08911 0.298
H 2.54438 -2.33691 -0.77596 0.607
H 2.62089 -5.95284 -3.08096 0.394
H -0.58457 -3.85839 3.00309 0.478
H -1.87098 1.99133 -4.21584 0.450
H -0.54451 5.17007 -1.64002 0.527
H -1.08325 -3.91054 -2.36489 0.458
H 0.17006 -5.79997 -3.38060 0.401
H -4.88121 2.35534 2.01914 0.449
H 3.91296 -2.06316 2.05742 0.463
H 3.81438 -4.21932 -1.78193 0.424
H -3.75499 -2.52941 -0.64772 0.274
H -4.98482 -1.27192 -0.93544 0.442
H 1.16012 6.78477 3.03002 0.266
H 0.79984 7.14395 1.37711 0.244
```

net charge: -1



Model B:
C32H22N13O2S2W | ωB97M-V with the def2-TZVPD basis set

```
72
Properties=species:S:1:pos:R:3:mulliken_charge:R:1
W -0.33697 -1.14477 0.86386 1.195
S 1.40222 -1.62540 2.57935 -0.482
S 1.77957 -3.07007 -0.11321 -0.359
O -1.23795 -2.83090 0.90478 -0.634
O 0.80738 0.10518 -0.15902 0.609
N -0.49876 -1.62393 -1.26131 0.740
N -0.08125 1.07019 2.02617 0.477
N -4.49953 -0.48353 6.15238 -0.566
N -1.60467 -1.07326 2.66827 -0.517
N 6.09594 2.31432 1.70147 -0.612
N -3.64537 0.91923 -1.26720 -0.813
N -5.69445 -1.74985 1.97641 -0.616
N 6.76558 0.21479 -1.76376 -0.603
N 0.10745 -0.72337 -2.11888 -1.027
N -1.88554 0.33497 0.22488 0.434
N -2.14105 2.55725 -0.46152 -0.749
N -3.60337 3.01624 -2.17563 -0.384
N -3.52611 -1.18080 -0.37322 0.118
C -2.28364 -4.92198 0.95908 -1.584
C -4.23506 -0.74168 5.05794 -0.084
C 0.90527 2.70602 3.44073 -1.048
C 1.66132 1.25269 -3.50505 -0.341
C -3.01258 0.04693 -0.48671 0.215
C 2.92085 -1.85127 0.33068 0.393
C 4.64894 0.27133 1.04737 0.540
C -0.42183 3.37887 1.58732 -0.527
C 2.32344 2.30290 -4.12030 -0.754
C 2.66587 3.35048 -1.98492 -1.248
C -3.11164 2.13250 -1.28527 0.162
C -1.58220 -3.75058 -1.17255 -1.254
C 0.65690 1.38950 3.07618 -0.501
C 2.00220 2.29973 -1.36588 0.174
C -1.04894 -2.65326 -1.87217 1.197
C -4.92987 -1.43258 2.78509 0.217
C -1.66667 -3.79883 0.19150 0.970
C 5.90613 -0.06055 -1.04987 -0.250
C -2.61847 -1.03507 3.21303 0.783
C 2.76125 -1.15508 1.55403 0.713
C 0.77543 0.15057 -1.44701 0.062
C -1.04008 -2.69842 -3.36906 -1.622
C 4.83570 -0.42430 -0.15390 0.833
C 2.82351 3.35716 -3.36295 -0.465
C -0.63264 2.04303 1.31815 0.591
C 3.61262 -0.12300 1.89619 -1.132
C 1.49054 1.25136 -2.12248 0.103
C 0.37356 3.71824 2.66998 -0.646
C -3.91944 -1.06111 3.71404 -0.129
C 5.46976 1.39454 1.40314 -0.154
C 3.98999 -1.47345 -0.49267 -0.836
C -1.58750 1.62374 0.26846 0.034
H -1.38633 -1.75411 -3.78581 0.316
H -3.34260 3.98116 -2.08537 0.252
H 1.52025 2.92055 4.30353 0.450
H 1.07578 0.54888 3.61633 0.760
H 0.56415 4.75506 2.91630 0.453
H 4.13165 -1.98952 -1.43295 0.491
H 1.27238 0.41901 -4.07544 0.489
H 2.46248 2.29444 -5.19483 0.403
H 3.07115 4.15836 -1.38791 0.420
H 1.89100 2.27424 -0.28792 0.384
H -1.96229 -4.58440 -1.74733 0.314
H -1.55795 -5.32546 1.66588 0.318
H -4.47314 -1.29153 -0.69728 0.333
H -3.25052 -1.74683 0.41665 -0.193
H -1.66233 -3.51958 -3.72330 0.498
H 3.46945 0.40753 2.82892 0.510
H -0.88904 4.11580 0.94998 0.550
H -3.14236 -4.56201 1.53032 0.292
H 3.34395 4.17562 -3.84564 0.393
H -4.44597 2.76396 -2.66000 0.270
H -2.61133 -5.71397 0.28737 0.416
H -0.01420 -2.84191 -3.71745 0.258
```

net charge: -1



Structures ranked by computed energy, the most stable listed first: model A, model B.



Model A:
C2H2NO2S | ωB97M-V with the def2-TZVPD basis set

```
8
Properties=species:S:1:pos:R:3:mulliken_charge:R:1
S -0.89664 0.37034 -0.00418 0.675
O -2.15980 0.54711 -0.69765 -0.589
O -0.96019 0.52501 1.42813 -0.585
N 0.84805 -1.36020 0.76196 -0.418
C -0.02630 -1.08611 -0.58091 -0.350
C 1.24391 -0.66021 -0.17464 0.024
H -0.20939 1.75432 -0.23091 -0.021
H 2.16037 -0.09027 -0.50180 0.263
```

net charge: -1



Model B:
C2H2NO2S | ωB97M-V with the def2-TZVPD basis set

```
8
Properties=species:S:1:pos:R:3:mulliken_charge:R:1
S 0.93045 -0.28080 0.24719 0.778
O 0.87697 -1.74153 0.57476 -0.616
O 2.13731 0.12440 -0.51226 -0.660
N -2.84449 -0.30342 0.02135 -0.574
C -1.78732 0.15261 -0.11402 0.420
C -0.47589 0.39563 -0.59813 -0.745
H -0.20131 1.27573 -1.04429 0.348
H 1.36428 0.37740 1.42542 0.048
```

net charge: -1
SMILES: N#CC=[S@@H](=O)[O-]



Structures ranked by computed energy, the most stable listed first: model B, model A.



Model A:
C2H9NS | ωB97M-V with the def2-TZVPD basis set

```
13
Properties=species:S:1:pos:R:3:mulliken_charge:R:1
S 4.34466 -3.32008 0.57119 -0.264
N -1.35091 0.93447 -0.76154 -0.408
C -0.10456 0.39019 -0.17493 -0.681
C -2.37162 1.17859 0.25255 -0.873
H 0.27937 -0.35304 -0.86014 0.250
H -1.18745 1.84209 -1.17907 0.231
H 0.62818 1.16133 0.04292 0.257
H -3.23772 1.66612 -0.21499 0.303
H -2.01619 1.84488 1.04181 0.332
H 3.24605 -2.58874 0.39186 0.130
H 4.90846 -2.88507 -0.53251 0.134
H -2.73296 0.24625 0.68199 0.309
H -0.40531 -0.11699 0.74087 0.279
```

SMILES: CNC.S



Model B:
C2H9NS | ωB97M-V with the def2-TZVPD basis set

```
13
Properties=species:S:1:pos:R:3:mulliken_charge:R:1
S 1.40665 0.81669 -1.23917 -0.157
N -1.91574 -1.85419 1.76856 -0.626
C 1.14299 -0.81409 -0.42275 -0.299
C 2.10286 -0.90924 -1.50745 -0.566
H 3.15277 -1.19271 -1.35137 0.247
H -0.92232 -2.03938 1.80746 0.206
H -2.15774 -1.73848 2.74586 0.221
H -1.90347 6.71295 -0.55555 0.000
H 2.04032 -0.87733 -2.61406 0.266
H 1.43202 -0.98820 0.61415 0.269
H -1.99506 6.51591 0.15669 0.000
H 0.14709 -1.09171 -0.76630 0.228
H -2.53036 -2.54025 1.36392 0.212
```

SMILES: [H][H].C1CS1.N



Structures ranked by computed energy, the most stable listed first: model A, model B.



Model A:
C2H9NS | ωB97M-V with the def2-TZVPD basis set

```
13
Properties=species:S:1:pos:R:3:mulliken_charge:R:1
S 0.01941 -0.71309 -1.86916 -0.133
N -2.04000 1.95734 -0.23289 -0.730
C 1.12078 0.35755 -0.88817 -0.567
C 0.61460 -0.82778 -0.14981 -0.357
H 2.16026 0.28776 -1.18048 0.262
H 1.71219 -2.41979 2.90371 0.114
H 1.06006 -2.43517 2.60218 -0.113
H -0.12980 -0.86219 0.63384 0.234
H -2.57622 1.42835 0.44810 0.223
H -1.36377 1.29294 -0.56577 0.286
H 0.76928 1.36523 -0.72725 0.263
H 1.32442 -1.63313 0.01454 0.299
H -2.67121 2.20197 -0.98882 0.219
```

SMILES: [H][H].C1CS1.N



Model B:
C2H9NS | ωB97M-V with the def2-TZVPD basis set

```
13
Properties=species:S:1:pos:R:3:mulliken_charge:R:1
S -1.53958 0.04277 2.76362 -0.308
N -0.05564 -0.50750 -0.23891 -0.211
C 1.37360 -0.56724 -0.34336 -0.935
C -0.53482 0.69580 -0.94534 -1.037
H 1.82157 -0.34408 -1.31970 0.333
H -1.61001 0.82732 -0.95509 0.302
H 1.90023 0.17994 0.27888 0.300
H -0.15754 0.59158 -1.98609 0.386
H -1.68359 1.14813 2.01042 0.109
H 1.82407 -1.52913 -0.08348 0.327
H -0.51844 -1.29029 -0.67191 0.230
H -0.05190 1.57039 -0.51921 0.321
H -0.76794 -0.81769 2.01017 0.181
```

SMILES: CNC.S



Structures ranked by computed energy, the most stable listed first: model B, model A.